Record 1
Formula: C3H6FNO2
Source: the OMol25 dataset
Level of theory: the ωB97M-V functional and the def2-TZVPD basis

The geometry in XYZ format:
```
13
Properties=species:S:1:pos:R:3:forces:R:3
H 0.80338 2.02305 0.24510 -0.08 0.07 0.02
F -0.76116 -0.10791 2.12776 -0.29 0.35 0.78
O -1.50933 1.42961 0.35747 -0.44 0.56 -0.14
H -1.09221 0.76327 1.93413 0.30 -0.80 0.01
H -0.20169 -1.60783 -1.47521 0.16 -0.05 0.03
N -1.16631 0.47828 -0.33176 -0.25 0.30 0.15
O -1.90627 -0.12630 -1.06293 -0.22 -0.09 -0.18
C 1.11703 1.02053 0.00597 -0.47 -0.07 -0.05
H 0.31656 -1.99709 0.16632 -0.02 -0.07 0.00
C 0.48718 -1.32900 -0.67874 -0.09 -0.21 0.06
C 0.22912 0.07193 -0.26375 1.15 0.22 -0.69
H 2.17249 0.82563 -0.00178 0.21 -0.24 -0.03
H 1.51122 -1.44416 -1.02258 0.04 0.02 0.05
```
Forces are in eV/Å.

highest occupied orbital energy = -0.39249 Eh
Kohn-Sham gap = 10.1 eV
max |F| = 1.36 eV Å⁻¹
electronic energy = -11507.4951 eV
structure (SMILES) = C=C(C)[N+](=O)[O-].F
LUMO level = -0.60 eV

Charges in e, computed with Löwdin, in the same order as the atoms: atom 1 (H): 0.081, atom 2 (F): -0.078, atom 3 (O): 0.022, atom 4 (H): 0.076, atom 5 (H): 0.083, atom 6 (N): -0.364, atom 7 (O): 0.120, atom 8 (C): 0.124, atom 9 (H): 0.095, atom 10 (C): -0.025, atom 11 (C): -0.303, atom 12 (H): 0.081, atom 13 (H): 0.088

***

Record 2
Formula: C8H11F3N2O5
Source: the OMol25 dataset
Level of theory: the ωB97M-V functional and the def2-TZVPD basis

The geometry in XYZ format:
```
29
Properties=species:S:1:pos:R:3:forces:R:3
H -2.58203 -0.73473 -0.89921 -0.06 0.14 -0.03
C 0.74672 2.49303 1.23218 0.29 -2.18 0.90
C 0.87205 -0.59906 -1.03468 0.36 0.40 -0.60
H 1.57633 -2.28262 -1.77028 -0.13 0.40 -0.03
O 1.86099 -1.34793 -1.72489 0.39 0.26 0.44
C -1.60045 -0.31061 -0.70902 0.84 0.71 -0.28
H 2.01613 0.01367 0.68486 0.27 0.39 -0.11
C 1.11365 -0.54159 0.48033 0.38 -0.79 -0.51
H 0.93871 0.45886 -1.40248 -0.04 -0.82 0.16
O 0.16460 -3.38561 -1.53513 -1.62 0.28 0.77
C 0.37071 3.97929 0.98992 -0.22 1.51 -0.53
F 1.23704 4.57259 0.09437 -1.12 -0.94 1.26
O 1.81233 2.15424 1.71915 -0.48 1.12 -0.41
N -0.20276 1.53788 0.91522 1.91 2.42 0.33
H -0.58382 -1.00774 -2.52652 -0.03 -0.11 0.23
C -0.05718 0.12213 1.21564 -1.02 -0.02 -0.93
C -0.70107 -2.59996 -1.13795 2.26 -0.63 -1.07
F -0.88383 4.04775 0.46243 0.71 0.01 0.07
H 1.89667 -2.35848 0.43379 0.09 0.25 -0.11
C -0.50483 -1.11543 -1.43478 -1.68 0.03 0.63
O -1.80336 -3.00541 -0.49280 0.40 0.31 -0.31
O 1.30215 -1.86429 1.00868 -0.91 0.38 0.26
N -1.39042 -0.30274 0.73053 0.00 -1.47 1.35
H 0.10261 -0.06946 2.29265 -0.48 0.09 -0.38
H -1.13007 1.84569 0.70567 -0.36 -0.02 -0.02
F 0.33681 4.76348 2.10949 0.42 -1.29 -1.13
H -1.57774 0.73866 -1.07038 -0.14 -0.59 0.00
H -1.73204 -3.96932 -0.42928 -0.02 -0.12 0.05
H -1.59791 -1.23232 1.09248 -0.01 0.29 0.00
```
Forces are in eV/Å.

highest occupied orbital energy = -0.36179 Eh
Kohn-Sham gap = 10.2 eV
max |F| = 3.10 eV Å⁻¹
electronic energy = -29845.3828 eV
structure (SMILES) = O=C(O)[C@H]1CN[C@H](NC(=O)C(F)(F)F)[C@@H](O)[C@H]1O
LUMO level = 0.34 eV

Charges in e, computed with Löwdin, in the same order as the atoms: atom 1 (H): 0.123, atom 2 (C): -0.327, atom 3 (C): -0.281, atom 4 (H): 0.067, atom 5 (O): -0.013, atom 6 (C): -0.156, atom 7 (H): 0.140, atom 8 (C): -0.247, atom 9 (H): 0.173, atom 10 (O): 0.076, atom 11 (C): -0.450, atom 12 (F): 0.125, atom 13 (O): 0.107, atom 14 (N): 0.121, atom 15 (H): 0.172, atom 16 (C): -0.225, atom 17 (C): -0.424, atom 18 (F): 0.116, atom 19 (H): 0.095, atom 20 (C): -0.146, atom 21 (O): 0.132, atom 22 (O): -0.001, atom 23 (N): 0.001, atom 24 (H): 0.174, atom 25 (H): 0.125, atom 26 (F): 0.138, atom 27 (H): 0.127, atom 28 (H): 0.144, atom 29 (H): 0.115

***

Record 3
Formula: C29H52N7OPb
Source: the OMol25 dataset
Level of theory: the ωB97M-V functional and the def2-TZVPD basis

The geometry in XYZ format:
```
90
Properties=species:S:1:pos:R:3:forces:R:3
C -2.16861 -0.93328 -7.10483 -1.24 -0.65 0.08
C -7.18860 0.06945 -0.90022 -0.23 -0.06 -0.56
C 3.47750 5.89888 -1.70451 1.56 -0.74 -0.10
H -1.33720 -2.81381 -7.98054 -0.83 0.29 -0.44
H -0.07313 0.12376 -1.09626 -0.01 0.10 -0.27
C 3.43952 1.90103 2.25784 -0.65 -1.29 -0.59
H -6.56086 1.92086 -0.08241 -0.44 0.07 0.44
H 5.92047 -0.79939 -3.89743 0.31 -0.55 -0.16
H 1.00669 -4.80659 6.43950 0.35 0.06 0.02
H -8.16220 2.52750 -2.45783 -0.94 0.67 0.03
H -4.35207 1.74968 4.72408 0.16 0.30 -0.39
N -0.62806 -3.57126 -5.13003 0.11 -0.68 0.52
H 5.27038 1.46556 4.27640 -0.05 0.51 0.41
N 4.80309 3.82942 -2.56986 0.95 -1.53 -0.49
H 1.84456 5.61757 -3.13284 0.45 0.01 -0.16
H 4.33168 -0.32271 -3.90351 -0.60 -0.29 0.48
N 7.50536 -4.12531 -2.63625 0.92 -0.46 -0.26
C 1.13292 5.14248 -1.18989 -0.19 1.29 -0.12
H 2.39603 2.18510 2.39405 0.10 0.43 -0.19
H 0.11789 5.47249 -1.41106 -0.22 -0.47 0.11
H 0.09203 -4.31388 5.07501 0.12 0.47 -0.28
H -1.55155 0.50340 -5.65931 0.02 -0.12 0.80
C -4.81167 -2.09154 6.48000 -2.34 -2.56 1.25
C -4.94537 -0.25356 4.72341 -1.99 -1.73 1.48
C 2.25947 -3.19983 3.51970 -0.84 -0.63 0.60
H -7.49715 -0.43371 -1.81659 -0.20 0.34 -0.33
H -5.28234 -0.90890 3.92025 0.09 -0.81 0.55
H -3.33945 0.66558 3.73921 0.41 0.08 0.28
C -8.28009 2.47529 -1.37548 1.09 -1.00 0.28
H 1.35690 -5.51051 4.86192 -0.20 -0.10 0.11
C -0.74278 -0.61725 -0.65973 0.40 -0.94 0.00
Pb -0.44519 -5.56670 -1.46677 0.11 1.43 -0.03
H -5.83368 0.02873 5.28851 -0.51 0.27 -0.56
H -0.14905 -1.77025 -7.55532 0.08 0.72 0.26
H 5.04485 -3.39475 -0.94982 -0.14 0.02 0.09
C 4.93549 -1.19304 -3.64654 1.08 0.12 -1.06
C 1.10400 -4.58376 5.37697 0.32 0.24 0.26
H 4.65443 3.69473 2.17206 0.53 -0.37 -0.21
C 2.14861 -4.42511 2.64849 -0.07 -4.14 -2.25
C 4.89150 -1.69999 -2.24317 -0.60 0.08 0.91
C 4.24481 4.71275 -2.12847 -1.45 1.32 0.16
H 4.69447 -2.04107 -4.28754 -0.02 0.30 -0.51
C 5.62251 2.11596 3.47571 0.73 -1.25 -1.92
C -4.35831 0.88849 4.05593 1.67 1.57 -0.64
N 2.06272 -5.44217 2.00754 0.18 5.09 2.79
N -5.38379 -3.02330 6.93233 2.05 3.12 -1.51
H 4.41201 -3.81085 -2.52354 -0.14 0.06 -0.14
H 1.80401 7.01688 -2.11966 -0.50 -0.05 0.27
C -2.39267 -0.18059 -5.77235 0.71 0.48 -0.83
H 3.58982 5.89442 -0.62032 -0.16 0.51 0.12
H -1.91609 -0.34142 -7.98462 -0.16 0.71 0.43
N 6.74269 0.39173 1.85123 -0.02 -0.36 -0.39
C -0.84835 -2.95869 -6.07110 -0.61 1.33 0.09
H 1.34724 -2.64085 3.31117 0.11 0.32 -0.19
C 6.20160 1.13921 2.52887 0.19 0.15 0.20
H -6.22098 1.96465 -1.68944 -0.03 -0.82 -0.55
C 5.14828 -3.18837 -2.01510 0.37 -0.57 0.04
N -8.93073 -0.59113 0.97196 1.56 0.42 -1.86
H -6.26842 -0.46324 -0.66021 0.27 0.36 0.20
O -0.32523 -1.90879 -0.81380 0.53 -1.54 -0.36
H -4.81700 1.10485 3.09109 -0.55 0.28 0.33
C 4.43820 2.83960 2.81245 0.17 1.43 2.27
H -0.71569 -0.58305 0.42939 -0.44 0.93 0.58
H -1.76771 -0.46055 -0.99599 -0.39 0.19 0.06
H 3.62892 1.68390 1.20661 -0.11 -0.05 -0.04
H 3.13790 -2.62849 3.21966 -0.07 -0.03 0.04
H 4.00562 3.29835 3.70156 -0.39 0.40 -0.03
C 2.03127 5.95086 -2.11197 -0.25 -0.16 -0.50
H 3.17398 -4.16209 5.13084 0.05 -0.73 -0.05
H 3.85393 -1.58284 -1.93042 0.01 0.19 0.56
H 3.51682 0.95307 2.79029 0.01 -0.24 -0.03
C 6.46860 -3.73277 -2.37301 -0.99 0.93 0.08
H 1.23993 4.06566 -1.32070 0.06 0.11 0.20
H -3.28805 0.44048 -5.79865 0.01 0.07 -0.55
H 5.55126 -1.15520 -1.56786 -0.20 0.23 -0.01
H -3.23982 -1.37908 5.45524 0.45 0.33 0.04
H -9.24173 2.06732 -1.06416 0.15 -0.48 -0.23
H 4.05296 6.72110 -2.12987 -0.12 0.26 0.22
C -4.14483 -0.92736 5.86145 0.52 -0.93 -0.74
C -7.01244 1.61547 -1.02630 -0.28 0.24 1.28
H -8.24397 3.43054 -0.85175 0.33 0.17 -0.51
H 1.35365 5.50491 -0.18589 -0.14 -0.59 0.31
H 6.52283 2.66877 3.74387 -0.55 0.61 0.50
H -2.59936 -0.82053 -4.91453 0.68 -0.26 -0.07
C 2.24777 -3.59305 5.05060 1.20 -1.44 -1.02
H -3.87803 -0.22364 6.64992 0.02 0.09 -0.11
H -3.16744 -1.31229 -7.32116 0.11 -0.52 -0.35
C -8.17515 -0.33660 0.11761 -1.29 0.10 1.80
H 2.59958 -2.85382 5.77024 -1.32 0.92 -0.29
C -1.14193 -2.06353 -7.21435 1.12 -1.59 0.33
```
Forces are in eV/Å.

highest occupied orbital energy = -0.40332 Eh
Kohn-Sham gap = 4.0 eV
max |F| = 5.81 eV Å⁻¹
electronic energy = -48624.8012 eV
total charge = +1
LUMO level = -6.95 eV

Charges in e, computed with Löwdin, in the same order as the atoms: atom 1 (C): -0.233, atom 2 (C): -0.192, atom 3 (C): -0.201, atom 4 (H): 0.118, atom 5 (H): 0.071, atom 6 (C): -0.127, atom 7 (H): 0.091, atom 8 (H): 0.080, atom 9 (H): 0.075, atom 10 (H): 0.068, atom 11 (H): 0.087, atom 12 (N): 0.112, atom 13 (H): 0.120, atom 14 (N): 0.137, atom 15 (H): 0.115, atom 16 (H): 0.074, atom 17 (N): 0.146, atom 18 (C): -0.102, atom 19 (H): 0.076, atom 20 (H): 0.072, atom 21 (H): 0.070, atom 22 (H): 0.073, atom 23 (C): -0.218, atom 24 (C): -0.294, atom 25 (C): -0.164, atom 26 (H): 0.110, atom 27 (H): 0.117, atom 28 (H): 0.075, atom 29 (C): -0.084, atom 30 (H): 0.063, atom 31 (C): -0.259, atom 32 (Pb): 1.208, atom 33 (H): 0.117, atom 34 (H): 0.120, atom 35 (H): 0.112, atom 36 (C): -0.110, atom 37 (C): -0.104, atom 38 (H): 0.114, atom 39 (C): -0.200, atom 40 (C): -0.270, atom 41 (C): -0.239, atom 42 (H): 0.076, atom 43 (C): -0.169, atom 44 (C): -0.134, atom 45 (N): 0.103, atom 46 (N): 0.130, atom 47 (H): 0.106, atom 48 (H): 0.112, atom 49 (C): -0.095, atom 50 (H): 0.113, atom 51 (H): 0.112, atom 52 (N): 0.142, atom 53 (C): -0.228, atom 54 (H): 0.105, atom 55 (C): -0.262, atom 56 (H): 0.097, atom 57 (C): -0.204, atom 58 (N): 0.139, atom 59 (H): 0.104, atom 60 (O): -0.268, atom 61 (H): 0.076, atom 62 (C): -0.269, atom 63 (H): 0.083, atom 64 (H): 0.084, atom 65 (H): 0.081, atom 66 (H): 0.112, atom 67 (H): 0.104, atom 68 (C): -0.274, atom 69 (H): 0.099, atom 70 (H): 0.101, atom 71 (H): 0.069, atom 72 (C): -0.230, atom 73 (H): 0.076, atom 74 (H): 0.070, atom 75 (H): 0.116, atom 76 (H): 0.108, atom 77 (H): 0.068, atom 78 (H): 0.122, atom 79 (C): -0.186, atom 80 (C): -0.240, atom 81 (H): 0.071, atom 82 (H): 0.072, atom 83 (H): 0.123, atom 84 (H): 0.068, atom 85 (C): -0.229, atom 86 (H): 0.122, atom 87 (H): 0.103, atom 88 (C): -0.233, atom 89 (H): 0.107, atom 90 (C): -0.180

***

Relative energy (zero: lowest compared OMol25 entry of this formula, charge and spin) / eV: 3.798, 0.000, 10.119